1.
{
  "formula": "C2H8IO2",
  "method": "ωB97M-V/def2-TZVPD",
  "species": ["I", "C", "O", "H", "H", "H", "H", "C", "O", "H", "H", "H", "H"],
  "positions_angstrom": [[1.268741, -1.177281, -1.190406], [-0.083836, -2.327450, 2.336096], [-0.163298, -0.922907, 2.268447], [0.912665, -2.664713, 2.641941], [-0.775175, -2.639249, 3.123908], [-0.389593, -2.790513, 1.396127], [0.302995, -0.582625, 1.491929], [-0.485128, 2.337987, -1.933096], [0.817222, 2.220488, -2.465032], [-0.821813, 3.366782, -2.102481], [-1.202772, 1.686004, -2.439383], [-0.495216, 2.178712, -0.851419], [1.115211, 1.314760, -2.276633]],
  "forces_ev_per_a": [[0.0, 0.1, 0.1], [-0.1, 0.1, 0.1], [-0.1, 0.4, 0.4], [0.0, -0.1, -0.3], [0.0, 0.0, -0.1], [0.2, -0.1, 0.0], [0.1, -0.4, -0.3], [0.0, 0.5, -0.1], [-0.1, 0.0, -0.1], [0.1, 0.0, 0.0], [0.0, -0.2, 0.2], [-0.1, -0.3, 0.0], [0.0, -0.1, 0.1]],
  "charge": -1,
  "homo_ev": -4.05,
  "lumo_ha": 0.1391
}



2.
{
  "formula": "C30H39N8O5V",
  "method": "ωB97M-V/def2-TZVPD",
  "species": ["V", "O", "C", "N", "C", "C", "C", "C", "C", "C", "N", "C", "O", "C", "C", "C", "C", "C", "N", "C", "C", "C", "C", "C", "N", "H", "H", "H", "H", "H", "H", "H", "H", "H", "H", "H", "H", "C", "N", "C", "C", "O", "C", "O", "C", "C", "O", "N", "C", "C", "H", "H", "H", "H", "H", "H", "H", "H", "H", "H", "H", "H", "H", "H", "H", "H", "N", "C", "C", "N", "C", "C", "H", "H", "H", "H", "H", "H", "H", "H", "H", "H", "H"],
  "positions_angstrom": [[0.086777, 0.613428, -0.272216], [4.139576, 0.686409, 0.398844], [2.918932, 0.901020, 0.247269], [2.074478, 0.422462, -0.645289], [2.402862, -0.084419, -1.912724], [3.664970, -0.532234, -2.292153], [3.887984, -0.986014, -3.585127], [2.847445, -0.971562, -4.495711], [1.591402, -0.490879, -4.142409], [1.338249, -0.030540, -2.846271], [0.116908, 0.502715, -2.363299], [-0.955869, 0.601364, -3.164755], [-1.080540, 0.312503, -4.354820], [-2.215703, 1.143789, -2.518540], [-2.578622, 2.473275, -2.727874], [-3.812752, 2.907179, -2.286826], [-4.653292, 1.999249, -1.653405], [-4.200780, 0.704650, -1.483010], [-3.006701, 0.273175, -1.894559], [2.230753, 1.907513, 1.150110], [2.956633, 2.614650, 2.095004], [2.345074, 3.649639, 2.782239], [1.021245, 3.951818, 2.498764], [0.355716, 3.192426, 1.554095], [0.934673, 2.190343, 0.886689], [4.475707, -0.473820, -1.580107], [4.872488, -1.326928, -3.878754], [3.009262, -1.313868, -5.509899], [0.806730, -0.452120, -4.877248], [-1.903519, 3.131440, -3.258314], [-4.127750, 3.930270, -2.449723], [-5.641645, 2.282771, -1.317085], [-4.836627, -0.033982, -1.000620], [3.997504, 2.360950, 2.237451], [2.897047, 4.227714, 3.511465], [0.512963, 4.769828, 2.989290], [-0.676344, 3.390549, 1.298011], [-4.080522, 1.870481, 3.303233], [-3.329353, 2.044933, 2.070165], [-3.561420, 3.304921, 1.376114], [-2.476196, 1.145256, 1.575406], [-1.838265, 1.344988, 0.535653], [-2.264847, -0.168762, 2.331409], [-1.427710, -1.009768, 1.590276], [-2.118727, -1.724811, 0.576965], [-1.132320, -2.020015, -0.542442], [0.039123, -1.613578, -0.419783], [-1.559538, -2.690486, -1.602497], [-2.950326, -3.064044, -1.808385], [-0.692864, -2.849137, -2.767389], [-5.147405, 1.787775, 3.088664], [-3.763357, 0.988498, 3.848965], [-3.925729, 2.737929, 3.945740], [-4.628434, 3.424032, 1.184998], [-3.223347, 4.138245, 1.995276], [-3.032713, 3.301573, 0.428631], [-1.761220, 0.037368, 3.278588], [-3.221642, -0.649478, 2.556301], [-2.514182, -2.656154, 0.995645], [-2.941796, -1.135556, 0.164379], [-3.469197, -3.207244, -0.864444], [-3.459287, -2.297918, -2.393804], [-2.977854, -4.008048, -2.350384], [0.310260, -2.516937, -2.523781], [-0.678713, -3.897856, -3.065047], [-1.073455, -2.240879, -3.590291], [4.605347, -2.171686, 1.495800], [4.168676, -1.320804, 2.661331], [2.897724, -1.880325, 3.286364], [1.846476, -2.139314, 2.317396], [2.306374, -3.081482, 1.308359], [3.492157, -2.529931, 0.538622], [5.028562, -3.032063, 1.844063], [5.320982, -1.656441, 0.979876], [4.005529, -0.331096, 2.239727], [5.000182, -1.284439, 3.364961], [2.550281, -1.161063, 4.028597], [3.105405, -2.812477, 3.821407], [1.599569, -1.281774, 1.824724], [1.504304, -3.264412, 0.596551], [2.554365, -4.030948, 1.794992], [3.218442, -1.610670, 0.028120], [3.901442, -3.231156, -0.187512]],
  "forces_ev_per_a": [[-0.7, -0.2, -0.1], [0.0, 0.0, 0.1], [0.1, 0.0, -0.1], [0.2, 0.1, 0.0], [0.1, 0.0, 0.0], [0.0, 0.0, 0.0], [0.0, 0.0, 0.0], [0.0, 0.0, 0.0], [0.0, 0.0, 0.0], [0.0, 0.0, -0.1], [0.1, -0.1, -0.1], [0.0, 0.0, 0.0], [0.0, 0.0, 0.0], [0.0, 0.1, 0.0], [0.0, 0.0, 0.0], [0.0, 0.0, 0.0], [0.0, 0.0, 0.0], [0.0, 0.0, 0.0], [0.0, -0.1, 0.0], [0.0, 0.2, 0.0], [0.0, 0.0, 0.0], [0.0, 0.0, 0.0], [0.0, 0.0, 0.0], [0.0, 0.0, 0.0], [0.4, 0.2, 0.3], [0.0, 0.0, 0.0], [0.0, 0.0, 0.0], [0.0, 0.0, 0.0], [0.0, 0.0, 0.0], [0.0, 0.0, 0.0], [0.0, 0.0, 0.0], [0.0, 0.0, 0.0], [0.0, 0.0, 0.0], [0.0, 0.0, 0.0], [0.0, 0.0, 0.0], [0.0, 0.0, 0.0], [0.0, 0.0, 0.0], [0.0, 0.0, 0.0], [0.0, 0.0, 0.0], [0.0, 0.0, 0.0], [0.0, 0.0, 0.0], [0.2, -0.1, 0.0], [0.0, 0.0, 0.0], [0.0, 0.0, 0.0], [0.0, -0.1, 0.1], [-0.1, 0.0, -0.1], [-0.1, 0.1, 0.0], [0.0, 0.0, 0.0], [0.0, 0.0, 0.0], [0.0, 0.0, 0.0], [0.0, 0.0, 0.0], [0.0, 0.0, 0.0], [0.0, 0.0, 0.0], [0.0, 0.0, 0.0], [0.0, 0.0, 0.0], [0.0, 0.0, 0.0], [0.0, 0.0, 0.0], [0.0, 0.0, 0.0], [0.0, 0.0, 0.0], [0.0, 0.0, 0.0], [0.0, 0.0, 0.0], [0.0, 0.0, 0.0], [0.0, 0.0, 0.0], [0.0, 0.0, 0.0], [0.0, 0.0, 0.0], [0.0, 0.0, 0.0], [0.0, -0.1, 0.0], [-0.1, 0.0, 0.0], [0.0, 0.0, 0.0], [0.1, 0.0, -0.1], [0.0, 0.0, 0.0], [0.0, 0.0, 0.0], [0.0, 0.0, 0.0], [0.0, 0.1, 0.0], [0.1, 0.0, 0.0], [0.0, 0.0, 0.0], [0.0, 0.0, 0.0], [0.0, 0.0, 0.0], [-0.2, 0.0, 0.2], [0.0, 0.0, 0.0], [0.0, 0.0, 0.0], [0.0, 0.0, 0.0], [0.0, 0.0, 0.0]],
  "multiplicity": 4,
  "charge": 1,
  "homo_ev": [-8.63, -9.19],
  "lumo_ha": [-0.0816, -0.0846]
}



3.
{
  "formula": "C7H11F2N2",
  "method": "ωB97M-V/def2-TZVPD",
  "species": ["C", "C", "C", "C", "C", "C", "C", "N", "N", "F", "F", "H", "H", "H", "H", "H", "H", "H", "H", "H", "H", "H"],
  "positions_angstrom": [[1.500745, 0.533505, -0.501264], [2.282452, 1.359712, 0.351083], [1.136323, 0.820351, 2.315063], [-0.392987, -1.532662, -1.679191], [-2.060469, 0.316022, -0.754519], [-0.957203, -1.307304, 0.734598], [-0.745574, -0.544695, -0.542141], [0.297280, 0.344186, -0.167451], [2.072683, 1.520112, 1.625754], [3.304885, 1.907814, -0.231795], [0.541970, 1.492421, 3.328523], [1.875934, 0.366373, -1.420488], [-0.190339, -2.513459, -1.323203], [-1.254145, -1.490096, -2.410496], [0.473627, -1.064471, -2.181806], [-2.712683, 0.241557, 0.089603], [-1.767027, 1.381265, -0.860600], [-2.668725, 0.260603, -1.632750], [-0.020537, -1.607087, 1.252638], [-1.439996, -0.707426, 1.485635], [-1.845495, -2.087022, 0.484955], [2.569281, 2.310301, 2.037852]],
  "forces_ev_per_a": [[-1.8, 0.8, 1.7], [0.4, -0.6, -1.7], [-2.6, -1.9, 1.9], [-0.9, 2.6, -1.3], [1.4, 1.8, -0.1], [-2.1, -2.0, 1.2], [-1.0, -0.3, -1.4], [-0.5, 0.8, 2.2], [0.6, 2.7, 0.7], [0.0, 0.1, 1.0], [2.1, -0.3, -2.4], [1.7, -1.2, -3.1], [0.2, -0.7, 0.1], [1.1, -0.5, 0.7], [-0.3, -0.8, -0.2], [-0.3, -0.1, 0.5], [0.0, -0.4, 0.5], [0.0, -1.2, -0.8], [-0.7, -0.8, -0.8], [-0.1, 0.7, 0.2], [2.6, 1.1, 0.7], [0.2, 0.2, 0.4]],
  "charge": 1,
  "homo_ev": -13.90,
  "lumo_ha": -0.2407
}



Energy above the lowest of the compared OMol25 structures with the same formula, charge and spin values (in kJ/mol) by entry order: 0.0; 19.8; 420.5.